[1]
C23H25N5S2Zr as an isolated structure, computed with ωB97M-V with the def2-TZVPD basis set.

The value obtained for the calculated total energy is -54646.21476 eV. Its lowest unoccupied orbital energy is -0.2838 Eh. The value obtained for the frontier orbital gap is 6.315 eV. The charge is +2.

Last column: natural (NBO) charge in e.
Atoms and positions in Å:
Zr 0.2856 -0.7986 0.1424  2.090
C 4.8486 -1.7244 3.8678  -0.744
S 4.7216 -0.8297 2.3098  0.451
C 3.1013 -1.1325 1.8509  -0.051
S 2.6818 -0.4043 0.2901  -0.138
N 2.3013 -1.8359 2.5889  -0.365
N 1.0431 -1.9554 2.0518  -0.370
C 0.2349 -2.7284 2.6814  0.126
C -1.1186 -2.8665 2.1403  0.153
C -2.0965 -3.6426 2.7268  -0.184
C -3.3451 -3.7166 2.1161  -0.084
C -3.5727 -3.0192 0.9409  -0.218
C -2.5452 -2.2529 0.4159  0.097
N -1.3481 -2.1642 1.0071  -0.595
H 5.8712 -1.5603 4.2009  0.261
H 4.6721 -2.7847 3.7118  0.246
H 4.1499 -1.3198 4.5944  0.244
H 0.5549 -3.2491 3.5782  0.247
H -1.8844 -4.1862 3.6371  0.260
H -4.1284 -4.3198 2.5554  0.262
H -4.5256 -3.0640 0.4339  0.265
H -2.6784 -1.6974 -0.5069  0.227
C -0.2663 1.0750 2.2476  -0.647
C -1.4171 1.3438 1.2620  -0.400
C -1.0927 2.4815 0.3288  -0.069
C -1.4243 3.7770 0.6894  -0.188
C -1.0143 4.8417 -0.0988  -0.170
C -0.2510 4.6083 -1.2277  -0.170
C 0.0948 3.3203 -1.6350  -0.030
C 0.9891 3.1731 -2.8449  -0.433
C 0.2898 3.5086 -4.1644  -0.598
C -0.3752 2.2617 -0.8530  0.159
N -0.1356 0.8861 -1.1907  -0.709
C -0.2890 0.4630 -2.4268  0.196
C -0.0687 -0.8932 -2.7312  0.026
C -0.0688 -1.5868 -3.9288  -0.136
C 0.2757 -2.9179 -3.6323  -0.271
C 0.4762 -2.9904 -2.2722  0.048
N 0.2673 -1.7733 -1.6834  -0.744
H -0.4673 0.2406 2.9237  0.236
H -0.1255 1.9617 2.8649  0.288
H 0.7262 0.9492 1.7726  0.206
H -2.3103 1.5778 1.8419  0.271
H -1.7180 0.4375 0.6982  0.165
H -1.9962 3.9550 1.5920  0.228
H -1.2697 5.8540 0.1822  0.242
H 0.1046 5.4486 -1.8114  0.234
H 1.4380 2.1783 -2.8881  0.202
H 1.8269 3.8601 -2.7128  0.243
H -0.5699 2.8644 -4.3631  0.189
H 0.9830 3.4149 -4.9990  0.234
H -0.0833 4.5322 -4.1533  0.227
H -0.6038 1.1500 -3.2056  0.241
H -0.2829 -1.1699 -4.9006  0.256
H 0.3772 -3.7305 -4.3316  0.262
H 0.7579 -3.8501 -1.6835  0.231

***

[2]
C8H12AgI3O6 as an isolated structure in a non-equilibrium geometry, computed with ωB97M-V with the def2-TZVPD basis set.

The value obtained for the calculated total energy is -49081.29100 eV. Its lowest unoccupied orbital energy (spin up / spin down) is 0.0965 / 0.0044 Eh. The value obtained for the frontier orbital gap (spin up / spin down) is 7.490 / 4.518 eV. The charge is -1. The multiplicity is 2.

Last column: natural (NBO) charge in e.
Atoms and positions in Å:
Ag 1.1500 -1.2801 0.2567  0.806
I 2.1680 -3.1790 2.1302  -0.541
I -0.6555 0.4320 1.4639  -0.550
I 1.1171 -0.9933 -2.5177  -0.722
C -4.8659 -1.8487 1.3838  -0.640
C -4.1545 -2.9498 0.6706  0.071
C -4.1219 -2.8487 -0.8679  -0.093
O -2.8187 -3.2472 -1.2242  -0.494
C -2.0032 -3.0965 -0.1410  0.981
O -0.8265 -3.1315 -0.1868  -0.563
O -2.7291 -2.9052 0.9778  -0.491
H -5.0055 -2.1515 2.4262  0.221
H -5.8864 -1.7568 1.0079  0.209
H -4.2663 -0.9436 1.3547  0.253
H -4.3686 -3.9741 0.9866  0.180
H -4.2512 -1.7922 -1.1232  0.180
H -4.8914 -3.4681 -1.3186  0.189
C 3.4690 4.6082 0.1030  -0.623
C 3.0802 3.2673 -0.4863  0.061
C 4.1444 2.6517 -1.3855  -0.091
O 4.0800 1.2572 -1.0844  -0.474
C 3.4566 1.1056 0.0935  0.991
O 3.2203 0.0615 0.6075  -0.592
O 3.0608 2.3073 0.5764  -0.493
H 3.4061 5.4007 -0.6406  0.211
H 4.4584 4.5503 0.5560  0.210
H 2.7815 4.8247 0.9235  0.231
H 2.1045 3.3135 -0.9714  0.199
H 5.1506 2.9894 -1.1175  0.170
H 3.9973 2.7966 -2.4531  0.204

***

[3]
C6H11FN as an isolated structure, computed with ωB97M-V with the def2-TZVPD basis set.

The value obtained for the calculated total energy is -10606.84458 eV. Its lowest unoccupied orbital energy is 0.1398 Eh. The value obtained for the frontier orbital gap is 6.327 eV. The charge is -1.

Last column: natural (NBO) charge in e.
Atoms and positions in Å:
C -0.4970 0.5530 -0.1269  0.376
C 0.7881 -0.2634 -0.0952  -0.529
F -0.5942 1.2305 -1.4120  -0.435
C -0.5211 1.6642 0.9076  -0.641
H -1.5327 2.1151 0.9301  0.193
H -0.3027 1.2512 1.9043  0.229
H 0.2242 2.4348 0.6634  0.230
C 1.9719 0.5661 -0.0823  0.337
N 2.9478 1.1978 -0.0436  -0.469
C 0.8871 -1.3131 -1.2084  -0.592
H 0.7569 -0.8760 -2.2108  0.196
H 1.8756 -1.7928 -1.1852  0.214
H 0.1193 -2.0898 -1.0713  0.199
C -1.7416 -0.3159 -0.0508  -0.645
H -1.8809 -0.8774 -0.9853  0.215
H -1.6567 -1.0180 0.7933  0.235
H -2.6241 0.3343 0.1426  0.195
H 0.8398 -0.9935 1.1060  0.196
H 0.9404 -1.8070 2.0246  -0.504

***

[4]
CH4NO4P in the gas phase in a non-equilibrium geometry, computed with ωB97M-V with the def2-TZVPD basis set.

The value obtained for the calculated total energy is -20073.10473 eV. Its lowest unoccupied orbital energy is 0.0232 Eh. As for the structure (SMILES): [H]/N=C/OP(=O)(O)O. The value obtained for the frontier orbital gap is 11.636 eV. The charge is 0.

Last column: natural (NBO) charge in e.
Atoms and positions in Å:
C -0.9480 0.5743 -0.1310  0.450
N -0.3207 1.0087 0.8767  -0.761
O 1.8394 -0.2866 -2.2454  -1.080
O 1.8943 -0.0347 0.2092  -1.006
O -0.4242 -0.4166 -0.8722  -0.777
O 1.1574 -2.3159 -0.8639  -0.983
P 1.2357 -0.7171 -1.0243  2.537
H -1.8914 0.6772 -0.6761  0.183
H -0.6388 1.7421 1.4686  0.387
H 0.8370 -2.7700 -1.6247  0.517
H 1.3641 0.6112 0.6667  0.533

***

[5]
C19H20BFN2O4 in the gas phase in a non-equilibrium geometry, computed with ωB97M-V with the def2-TZVPD basis set.

The value obtained for the calculated total energy is -34594.03028 eV. Its lowest unoccupied orbital energy is 0.0202 Eh. As for the structure (SMILES): C=CC(=O)N(CC(=O)N[C@@H](Cc1ccccc1)B(O)O)c1ccccc1F. The value obtained for the frontier orbital gap is 9.317 eV. The charge is 0.

Last column: natural (NBO) charge in e.
Atoms and positions in Å:
O 2.2491 -0.1605 -0.4172  -0.622
O -0.6370 -0.1145 2.4542  -0.678
F 2.1214 4.1739 -0.0819  -0.325
O -0.0856 -2.6218 3.8209  -0.900
O 0.5999 -4.5873 2.6455  -0.881
B 0.1142 -3.3067 2.6545  1.110
C 1.9590 1.0236 -0.4090  0.667
C 0.4413 -0.2801 1.9225  0.670
C 3.1401 1.4357 -2.4633  -0.279
C 2.2776 1.8414 -1.5796  -0.316
C -2.2156 -1.3050 -3.1372  -0.216
C -1.4729 4.7796 0.2267  -0.194
C -1.9425 3.5601 0.6896  -0.198
C -1.3511 -0.5930 -2.3410  -0.203
C -2.4232 -2.6653 -3.0179  -0.216
C -0.1368 4.9958 -0.0097  -0.278
C -0.9991 2.5569 0.8813  -0.233
C -0.7695 -1.2512 -1.3040  -0.210
C -1.7774 -3.3244 -1.9785  -0.197
C 0.7797 3.9592 0.0888  0.356
C 0.3558 2.7223 0.5865  0.140
C -0.9691 -2.6129 -1.0917  -0.025
N 1.3073 1.6176 0.6871  -0.471
N 0.7462 -1.4739 1.3051  -0.603
C 1.4325 0.8558 1.9162  -0.291
C -0.2932 -3.3701 0.0310  -0.409
C -0.2098 -2.5730 1.3049  -0.422
H -0.3696 -1.7248 3.5968  0.511
H 0.6622 -4.9123 3.5555  0.492
H 3.6712 0.5173 -2.3140  0.211
H 3.2914 1.9229 -3.4069  0.201
H 1.7737 2.8189 -1.6852  0.220
H -2.7366 -0.7580 -3.9272  0.204
H -2.1496 5.6156 0.0825  0.219
H -2.9765 3.4046 0.9334  0.226
H -1.1601 0.4363 -2.4846  0.209
H -3.1712 -3.1914 -3.6043  0.214
H 0.2591 6.0209 -0.1053  0.236
H -1.3249 1.5973 1.2352  0.255
H -0.1380 -0.6938 -0.6122  0.220
H -1.8656 -4.3874 -1.8839  0.204
H 1.6891 -1.6914 0.9200  0.444
H 1.2472 1.4867 2.7706  0.235
H 2.4460 0.4698 2.0792  0.226
H 0.6781 -3.7767 -0.3136  0.220
H -0.8539 -4.2719 0.2432  0.228
H -1.2133 -2.1650 1.5368  0.247

***

[6]
A 6-piece molecular cluster, C8H28O6 overall in a non-equilibrium geometry, computed with ωB97M-V with the def2-TZVPD basis set.

The value obtained for the calculated total energy is -21031.95171 eV. Its lowest unoccupied orbital energy is 0.0203 Eh. As for the structure (SMILES): CCO.CCO.CO.CO.CO.CO. The value obtained for the frontier orbital gap is 10.530 eV. The charge is 0.

Last column: natural (NBO) charge in e.
Atoms and positions in Å:
C -0.4106 0.4939 5.6722  -0.265
O -1.3144 1.5275 5.1959  -0.737
H -0.0780 -0.1816 4.8511  0.161
H 0.5815 0.9404 5.8185  0.178
H -0.8753 -0.0417 6.5132  0.185
H -1.6274 1.3032 4.3357  0.475
C -2.9523 -0.6695 1.9467  -0.253
O -2.1089 0.4888 1.8365  -0.753
H -3.3709 -0.7914 2.9777  0.164
H -3.7638 -0.6409 1.1991  0.180
H -2.2417 -1.4749 1.7663  0.175
H -1.1898 0.2102 2.1173  0.483
C 1.9366 1.9114 1.3522  -0.258
O 2.3559 0.8242 0.4970  -0.756
H 2.1313 2.9176 0.9586  0.182
H 0.8563 1.9077 1.4593  0.173
H 2.4932 1.6862 2.2412  0.193
H 2.1133 0.9562 -0.4592  0.489
C 0.9556 -2.3225 1.1260  -0.258
O 0.3072 -0.9958 1.1089  -0.803
H 0.1415 -3.0923 1.0065  0.191
H 1.7034 -2.3108 0.3492  0.188
H 1.4216 -2.3267 2.1189  0.175
H 1.0689 -0.3764 1.1614  0.497
C -3.1560 1.1725 -2.2950  -0.620
C -2.3943 -0.1403 -2.0094  -0.046
O -1.0568 0.0603 -1.7115  -0.765
H -2.5745 1.8254 -3.0013  0.204
H -3.2771 1.7755 -1.4137  0.210
H -4.0493 0.9356 -2.7260  0.203
H -2.4204 -0.7578 -2.8808  0.154
H -2.9122 -0.6586 -1.1903  0.158
H -0.7418 -0.3674 -0.9168  0.500
C 3.6601 -0.5386 -4.7774  -0.623
C 2.2404 -0.1894 -4.3095  -0.042
O 1.9156 -0.9347 -3.1909  -0.750
H 3.8320 -0.1771 -5.7626  0.211
H 3.8169 -1.6643 -4.8715  0.211
H 4.3132 -0.1197 -4.0660  0.206
H 1.4746 -0.3276 -5.1688  0.142
H 2.1794 0.8923 -4.0578  0.146
H 1.0170 -0.7288 -2.8007  0.494

***

[7]
C3H5N in the gas phase in a non-equilibrium geometry, computed with ωB97M-V with the def2-TZVPD basis set.

The value obtained for the calculated total energy is -4677.73947 eV. Its lowest unoccupied orbital energy is 0.0339 Eh. As for the structure (SMILES): C#CCN. The value obtained for the frontier orbital gap is 10.441 eV. The charge is 0.

Last column: natural (NBO) charge in e.
Atoms and positions in Å:
C 0.6472 -0.5927 0.1296  -0.297
C 0.1383 0.8082 -0.3892  -0.030
C -0.0878 1.7968 -1.1010  -0.295
H -1.1183 -0.4237 1.5623  0.374
H -0.8452 -1.9423 1.1294  0.337
H 1.5229 -0.4130 0.8523  0.229
H 0.8097 -1.0065 -0.9845  0.259
H -0.2623 2.6649 -1.8296  0.259
N -0.8045 -0.8917 0.6307  -0.837